# 1
Formula: C27H65N11O11
Source: OMol25
Level of theory: ωB97M-V/def2-TZVPD

Structure (XYZ):
```
114
Properties=species:S:1:pos:R:3
H 5.705 1.980 1.283
C -1.520 -5.733 1.083
H -4.725 3.311 0.667
C 4.767 1.439 1.160
C -1.389 -1.753 3.549
H -4.194 -3.243 1.939
O 3.228 -1.109 -5.856
C 5.462 -3.783 1.373
H 0.537 4.694 4.511
O 2.616 3.902 -4.693
H 3.643 1.483 -4.036
H 3.692 -4.702 1.312
C 6.342 -2.573 1.034
H -1.864 0.774 -0.445
C 0.999 -0.587 -5.243
N 4.146 -3.834 1.068
H 0.433 -1.083 3.247
H 5.203 0.409 2.944
H 3.451 -1.985 -3.518
H -2.969 0.399 2.767
H 0.134 3.379 -0.090
H -1.757 -3.801 1.150
C 3.201 -0.472 4.058
H -2.983 4.636 -1.733
O 0.558 0.150 -2.162
C 2.158 2.980 -4.122
C 1.106 4.807 2.480
O -1.451 -6.024 2.270
N -2.144 -6.549 0.180
C -3.527 1.775 1.480
C -3.847 3.198 1.304
H 0.678 5.016 -0.254
O 5.953 -4.789 1.874
C -1.033 -4.406 0.604
C -4.721 -2.370 1.557
N -3.240 1.368 2.679
H -3.607 -0.830 -0.206
C 0.000 -0.833 -0.178
C -0.130 0.211 -1.215
H -3.653 -2.862 -2.334
N 1.189 3.802 1.595
H 3.700 2.605 -2.601
O -3.535 1.055 0.530
H 0.216 4.258 -5.598
H 3.090 -1.520 3.781
C 0.971 4.040 0.133
H -5.518 2.704 -3.843
H 1.867 3.685 -0.377
H 4.107 -0.401 4.660
N -1.174 0.929 -1.166
H -1.965 -3.825 3.763
C 3.074 2.032 -3.285
H 0.550 -0.509 0.705
H -2.343 -6.255 -0.765
H -1.165 -4.222 -0.462
H 2.346 -0.432 4.734
H 0.876 0.369 -4.733
H -5.761 -2.268 1.869
H 2.003 -1.253 -3.044
H -3.092 -1.142 -2.455
N 2.553 -1.624 -3.806
H -2.299 -7.479 0.540
N 0.813 2.782 -4.073
H 0.194 -1.174 -4.802
H -4.280 -1.439 1.915
H 3.477 -1.767 0.929
H -4.714 1.339 -3.052
H 1.606 2.953 1.948
H 5.871 -2.183 0.132
H -1.283 1.707 -1.801
O -5.316 -3.418 -0.556
H 6.089 -1.931 1.878
H 3.219 -2.802 -0.545
H -0.289 4.578 -3.950
H -4.701 4.765 -1.873
H 0.391 -2.732 3.817
N -3.960 -1.665 -0.650
H 0.408 -1.789 -0.507
H 7.428 -2.590 0.942
C 2.395 -1.167 -5.009
H 2.299 5.038 4.247
H -1.816 -3.086 5.240
C -3.826 3.068 -2.553
O 2.170 0.870 2.360
N 4.450 0.676 2.327
N -0.081 -1.855 3.647
C -2.165 -2.861 4.232
H -3.695 1.817 3.460
C 3.227 0.438 2.817
H 1.672 3.386 4.137
H 4.806 0.797 0.280
H 0.505 2.205 -3.304
H -3.055 3.774 0.826
H -1.059 3.346 -4.901
H -0.039 -4.091 0.923
H 2.313 -2.949 0.990
C 3.290 -2.768 0.542
H -0.906 -1.204 0.301
C -0.088 3.782 -4.666
H -3.845 3.802 2.211
O -1.971 -0.946 2.839
N -3.861 4.224 -2.017
H -3.221 -2.591 4.227
C -3.866 -1.820 -2.096
O -2.718 2.722 -2.955
H 0.896 -0.642 -6.327
C -5.113 2.342 -2.899
H 4.057 2.234 0.931
H -4.813 -1.678 -2.617
C 1.439 4.435 3.956
O 0.700 5.934 2.093
H -5.773 2.112 -2.062
C -4.698 -2.527 0.015
H 2.491 1.409 -2.607
```

Results
- 2S+1: 1
- SMILES: CNC(C)=O.CNC(C)=O.CNC(C)=O.CNC(C)=O.CNC(C)=O.CC(N)=O.CC(N)=O.CC(N)=O.CC(N)=O.CC(N)=O.CC(N)=O
- LUMO energy: -0.14 eV
- HOMO-LUMO gap: 8.8 eV
- DFT total energy: -67970.5362 eV

These are the Mulliken partial charges, in e, on atoms 1 to 5:
1. H 0.424
2. C 0.342
3. H 0.189
4. C -0.812
5. C 0.461

# 2
Formula: C27H69N3O9
Source: OMol25
Level of theory: ωB97M-V/def2-TZVPD

Structure (XYZ):
```
108
Properties=species:S:1:pos:R:3
H 1.315 0.922 2.586
H -3.449 2.853 0.073
N 1.862 -3.738 -1.272
H -1.219 -4.168 -2.550
C -3.932 -0.015 -1.989
H -0.456 2.161 -1.488
H -0.592 -2.124 -3.105
H 1.885 0.544 -0.354
H -5.678 2.427 -1.952
H 0.215 -5.201 -3.863
H 2.907 0.958 -1.424
C -2.623 2.164 -1.778
C 1.707 -5.897 -2.408
H -5.051 1.005 -3.572
C -3.721 -1.467 -1.568
H 4.513 -4.397 -1.143
C 0.546 2.765 7.116
H 3.473 -3.117 -3.390
O 4.093 -0.540 -1.948
H -3.622 -1.543 -0.481
C -5.142 2.069 -1.070
H 1.749 -6.597 -1.565
H -3.520 2.500 -3.730
H 3.968 -4.649 -3.891
C -1.346 2.618 -1.044
N -2.652 0.703 -1.743
C 0.297 -5.549 -2.822
H -5.955 0.108 -1.196
H -3.898 3.823 -1.207
C -3.793 2.761 -0.964
H 4.619 -0.492 0.094
H -2.801 -1.921 -1.936
H 3.391 2.299 0.404
C 0.041 2.591 3.375
C 0.776 3.660 2.573
H 3.504 -5.646 -0.376
C 0.507 -3.293 -1.605
H 0.373 -1.876 0.088
H -2.015 1.815 6.592
H 2.282 -4.124 -4.171
H -5.172 -0.772 -3.538
H -3.232 2.316 4.450
H 3.508 -1.279 -1.678
O 2.018 2.230 4.701
H -1.139 -2.307 -0.638
H 1.898 3.270 -2.084
C 3.102 -4.150 -3.455
O 2.444 4.050 -2.271
H -3.735 0.003 -4.184
O 4.204 2.294 0.936
H 0.711 3.798 6.820
H 1.420 2.277 7.544
C -1.439 2.867 3.375
H -0.730 -5.034 -1.027
H -0.226 2.804 7.893
H 4.657 -0.910 -2.640
C -1.522 2.396 5.806
H -2.020 1.004 4.255
C 0.265 1.230 2.639
C 0.436 -2.308 -2.799
H 0.501 4.615 3.025
H 4.342 -5.957 -1.925
H 1.154 0.146 5.796
H 1.004 -2.644 -3.659
C 2.596 -4.684 -2.092
H -0.309 -6.451 -2.975
O -1.680 0.185 -2.643
H 1.848 3.518 2.453
C 3.813 -5.215 -1.330
C -4.503 0.079 -3.412
O 2.663 -2.619 -0.916
H -1.102 -0.327 -2.068
C -0.023 2.022 5.920
H -0.157 0.193 6.993
H 2.133 1.410 4.189
H 0.396 3.698 1.544
O 2.195 1.308 -0.856
H -1.890 2.513 2.440
H 0.015 1.330 1.578
C 0.140 0.496 5.982
H -0.491 -0.076 5.299
H 0.925 -1.387 -2.464
O 4.106 2.033 -3.450
O 4.914 -0.969 0.888
N 0.664 2.551 4.703
H -1.173 3.696 -1.029
H -0.311 0.405 3.057
H -1.765 2.509 -3.758
C -2.173 2.065 4.460
H -2.650 3.892 -3.014
H -4.727 0.304 0.008
H -1.653 3.457 6.028
H 5.356 -1.754 0.548
H -1.778 3.905 3.442
C -2.635 2.818 -3.178
H -4.571 -2.092 -1.844
H -5.716 2.379 -0.195
H 4.727 3.028 0.597
H -0.297 -3.449 0.449
H 2.028 4.759 -1.769
H 2.755 -2.747 0.037
C -0.398 -4.524 -1.929
C -4.974 0.564 -1.027
H 2.150 -6.506 -3.201
H 4.336 1.203 -3.012
H 3.738 2.583 -2.738
C -0.175 -2.722 -0.348
H -1.356 2.288 -0.003
```

Results
- 2S+1: 1
- SMILES: CC1(C)CCCC(C)(C)N1O.CC1(C)CCCC(C)(C)N1O.CC1(C)CCCC(C)(C)N1O.O.O.O.O.O.O
- LUMO energy: 0.21 eV
- HOMO-LUMO gap: 8.1 eV
- DFT total energy: -52012.9548 eV
- Relative energy (zero: lowest compared OMol25 entry of this formula, charge and spin): 3.6 kcal/mol

These are the Mulliken partial charges, in e, on atoms 1 to 5:
1. H 0.534
2. H 0.127
3. N -0.099
4. H 0.258
5. C 1.649